Arrangement w

A cluster of 3 separate species, C3H12N2O2 in total. Source: the OMol25 dataset; level of theory: wB97M-V/def2-TZVPD.

Computed properties:
Charge: 0
Multiplicity: 1
Frontier orbital gap: 9.5 eV

```
19
Properties=species:S:1:pos:R:3:nbo_charge:R:1
C -0.10 0.00 -1.36 -0.638
C 0.87 -1.18 -0.63 -0.249
N 1.01 -0.98 0.83 -0.565
C 0.09 -0.97 1.71 0.308
N -1.06 -1.69 1.65 -0.835
H -1.26 -0.24 -1.36 0.206
H 0.17 0.17 -2.44 0.202
H 0.22 0.97 -1.03 0.234
H 1.94 -0.97 -1.09 0.206
H 0.39 -2.12 -0.94 0.169
H 0.31 -0.54 2.62 0.164
H -1.03 -2.33 0.77 0.400
H -1.85 -1.51 2.21 0.401
O 2.02 2.08 0.88 -0.958
H 2.11 1.10 0.91 0.490
H 2.67 2.36 0.24 0.461
O -2.36 1.90 -2.22 -0.925
H -2.30 1.16 -2.94 0.464
H -3.35 1.78 -2.00 0.466
```

Arrangement x

A cluster of 2 separate species, C3H12N2O2 in total. Source: the OMol25 dataset; level of theory: wB97M-V/def2-TZVPD.

Computed properties:
Charge: 0
Multiplicity: 1
Frontier orbital gap: 9.5 eV

```
19
Properties=species:S:1:pos:R:3:nbo_charge:R:1
N -0.49 -1.65 0.99 -0.861
C -0.31 -0.19 0.87 -0.214
C 0.67 0.16 -0.26 -0.082
N 1.59 -0.91 -0.49 -0.865
C 1.30 1.51 -0.05 -0.081
O 2.21 1.79 -1.15 -0.724
H -1.27 -1.90 1.58 0.368
H -0.49 -2.11 0.08 0.375
H -1.26 0.33 0.78 0.165
H 0.22 0.02 1.81 0.185
H 0.09 0.20 -1.21 0.162
H 1.86 -1.53 0.24 0.382
H 2.40 -0.64 -1.03 0.379
H 2.00 1.59 0.80 0.185
H 0.61 2.34 0.14 0.168
H 1.64 1.98 -1.91 0.459
O -3.51 -0.67 -0.56 -0.932
H -2.98 0.14 -0.57 0.465
H -4.29 -0.45 -0.06 0.468
```

Arrangement y

A cluster of 2 separate species, C3H12N2O2 in total. Source: the OMol25 dataset; level of theory: wB97M-V/def2-TZVPD.

Computed properties:
Charge: 0
Multiplicity: 1
Frontier orbital gap: 9.4 eV

```
19
Properties=species:S:1:pos:R:3:nbo_charge:R:1
C 1.25 0.08 0.07 0.671
C 2.45 0.62 0.85 -0.660
N 0.19 -0.50 1.08 -0.878
O 1.64 -1.18 -0.59 -0.796
O 0.70 0.93 -0.74 -0.865
H 1.86 -0.90 -1.48 0.478
H -0.68 0.30 -1.10 0.468
H 0.02 0.20 1.80 0.376
H 0.55 -1.34 1.53 0.386
H 2.88 -0.14 1.51 0.200
H 3.21 0.93 0.14 0.222
H 2.15 1.49 1.44 0.206
C -2.81 0.29 -0.65 -0.413
N -1.52 -0.39 -0.83 -0.832
H -1.57 -1.18 -1.46 0.389
H -0.90 -0.63 0.20 0.446
H -3.21 0.66 -1.59 0.199
H -2.66 1.13 0.02 0.209
H -3.54 -0.39 -0.20 0.194
```

Arrangement z

A cluster of 2 separate species, C3H12N2O2 in total. Source: the OMol25 dataset; level of theory: wB97M-V/def2-TZVPD.

Computed properties:
Charge: 0
Multiplicity: 1
Frontier orbital gap: 9.3 eV

```
19
Properties=species:S:1:pos:R:3:nbo_charge:R:1
N -0.26 2.15 -1.18 -0.901
C 0.07 1.95 0.23 -0.050
N -0.89 1.02 0.82 -0.647
C -0.37 -0.41 1.19 -0.246
C -1.18 -1.45 0.36 -0.094
O -0.25 -1.89 -0.68 -0.743
H -0.67 2.99 -1.42 0.373
H 0.18 1.53 -1.86 0.373
H 1.05 1.61 0.21 0.189
H -0.07 3.04 0.55 0.172
H -1.70 0.90 0.34 0.357
H 0.78 -0.49 1.02 0.193
H -0.67 -0.58 2.22 0.195
H -1.48 -2.39 0.84 0.183
H -2.13 -1.02 0.07 0.173
H -0.58 -1.50 -1.50 0.475
O 2.52 -1.10 -0.38 -0.926
H 2.50 -1.99 0.10 0.464
H 1.61 -0.95 -0.27 0.462
```

The most stable of them is arrangement y.

Arrangement w

A cluster of 2 separate species, C4H8NOS in total. Source: the OMol25 dataset; level of theory: wB97M-V/def2-TZVPD.

Computed properties:
Charge: -1
Multiplicity: 1
Frontier orbital gap: 5.7 eV

```
15
Properties=species:S:1:pos:R:3:nbo_charge:R:1
C -1.14 0.33 -0.63 -0.765
C 0.09 -1.81 -1.54 -0.455
S 1.61 -2.35 -1.03 -0.177
C -1.05 1.20 0.51 0.570
N 0.20 1.54 1.16 -0.665
C 1.28 0.57 1.11 -0.421
O -2.04 1.85 0.89 -0.746
H -0.46 -0.61 -0.75 0.146
H -2.01 0.49 -1.26 0.200
H -0.25 -1.46 -2.55 0.205
H -0.70 -2.48 -1.18 0.191
H -0.07 1.87 2.08 0.360
H 1.52 0.43 0.07 0.207
H 2.16 0.84 1.68 0.181
H 0.89 -0.41 1.44 0.170
```

Arrangement x

The ion C4H8NOS with charge -1. Source: the OMol25 dataset; level of theory: wB97M-V/def2-TZVPD.

Computed properties:
Charge: -1
Multiplicity: 1
Frontier orbital gap: 6.4 eV

```
15
Properties=species:S:1:pos:R:3:nbo_charge:R:1
C -1.36 0.51 -1.79 -0.721
C 0.09 0.95 -1.74 0.672
O 0.37 1.98 -2.35 -0.682
N 0.96 0.35 -0.92 -0.600
C 0.68 -0.78 -0.01 -0.233
C 0.53 -0.31 1.43 -0.544
S -0.43 -1.41 2.50 -0.702
H -1.74 0.00 -0.91 0.234
H -1.55 -0.21 -2.59 0.218
H -1.98 1.37 -2.03 0.230
H 1.77 0.93 -0.76 0.391
H -0.27 -1.20 -0.32 0.206
H 1.42 -1.55 -0.16 0.186
H 1.54 -0.20 1.86 0.173
H 0.12 0.70 1.39 0.173
```

The most stable of them is arrangement x.

Arrangement w

The molecule C3H4BrNO. Source: the OMol25 dataset; level of theory: wB97M-V/def2-TZVPD.

Computed properties:
Charge: 0
Multiplicity: 1
Frontier orbital gap: 11.0 eV

```
10
Properties=species:S:1:pos:R:3:nbo_charge:R:1
O 1.24 1.81 -0.14 -0.548
C 1.06 0.83 -0.81 0.535
N -0.06 0.07 -0.62 -0.459
C -0.22 -1.15 0.13 -0.231
C -0.69 0.17 0.65 -0.123
Br -2.57 0.54 0.67 0.025
H 1.70 0.51 -1.64 0.131
H 0.66 -1.60 0.57 0.206
H -0.95 -1.85 -0.26 0.218
H -0.17 0.68 1.45 0.245
```

Arrangement x

The molecule C3H4BrNO. Source: the OMol25 dataset; level of theory: wB97M-V/def2-TZVPD.

Computed properties:
Charge: 0
Multiplicity: 1
Frontier orbital gap: 8.9 eV

```
10
Properties=species:S:1:pos:R:3:nbo_charge:R:1
C 0.36 -1.40 0.04 0.004
C 0.88 -0.22 -0.07 -0.187
C -0.12 0.90 -0.31 -0.291
N -1.36 0.42 0.14 -0.234
O -1.52 -0.83 -0.15 -0.395
Br 2.77 0.08 -0.10 0.105
H 0.26 -2.38 0.49 0.253
H 0.23 1.88 0.21 0.233
H -0.33 1.17 -1.46 0.223
H -1.17 0.38 1.22 0.287
```

Arrangement y

A cluster of 3 separate species, C3H4BrNO in total. Source: the OMol25 dataset; level of theory: wB97M-V/def2-TZVPD.

Computed properties:
Charge: 0
Multiplicity: 1
Frontier orbital gap: 10.1 eV

```
10
Properties=species:S:1:pos:R:3:nbo_charge:R:1
C -0.41 0.31 0.65 0.365
C 1.58 -1.71 -1.58 0.521
C -1.76 0.26 0.99 -0.738
N 0.71 0.47 0.39 -0.369
O 1.40 -2.76 -1.19 -0.516
Br 3.00 1.71 -1.57 -0.329
H -1.82 0.05 2.02 0.265
H -2.22 1.28 0.69 0.274
H -2.31 -0.55 0.45 0.268
H 1.83 0.95 -0.86 0.258
```

The most stable of them is arrangement y.

Arrangement w

The molecule C4H11N3. Source: the OMol25 dataset; level of theory: wB97M-V/def2-TZVPD.

Computed properties:
Charge: 0
Multiplicity: 1
Frontier orbital gap: 9.2 eV

```
18
Properties=species:S:1:pos:R:3:nbo_charge:R:1
C -0.34 -1.35 -0.89 -0.617
C 0.32 -0.45 0.13 -0.175
C 1.53 -1.06 0.80 -0.611
C -0.71 0.09 1.14 -0.268
N -0.71 1.48 0.77 -0.293
N -1.33 1.72 -0.31 -0.018
N -0.64 2.44 -1.17 -0.627
H 0.38 -1.72 -1.63 0.208
H -0.78 -2.22 -0.40 0.199
H -1.15 -0.83 -1.39 0.220
H 0.77 0.51 -0.54 0.175
H 1.24 -1.92 1.41 0.199
H 2.24 -1.44 0.07 0.209
H 2.02 -0.33 1.45 0.213
H -1.70 -0.37 1.00 0.194
H -0.38 0.00 2.18 0.202
H 0.47 2.41 -0.87 0.389
H -1.23 3.02 -1.75 0.402
```

Arrangement x

The molecule C4H11N3. Source: the OMol25 dataset; level of theory: wB97M-V/def2-TZVPD.

Computed properties:
Charge: 0
Multiplicity: 1
Frontier orbital gap: 9.5 eV

```
18
Properties=species:S:1:pos:R:3:nbo_charge:R:1
N 2.14 -0.06 0.97 -0.843
C 1.46 -1.23 1.22 0.299
N 0.63 -1.80 0.49 -0.520
C -0.19 -1.48 -0.62 -0.226
C -0.33 0.01 -1.07 -0.417
C -1.02 0.82 0.05 -0.228
N -1.83 1.92 -0.54 -0.855
H 1.91 0.39 0.11 0.380
H 2.98 0.24 1.43 0.395
H 1.84 -1.75 2.10 0.159
H 0.10 -2.03 -1.52 0.202
H -1.23 -1.79 -0.40 0.186
H -0.77 0.15 -2.05 0.230
H 0.68 0.43 -1.06 0.162
H -0.38 1.32 0.78 0.189
H -1.68 0.14 0.61 0.180
H -1.53 2.85 -0.26 0.353
H -2.80 1.87 -0.24 0.356
```

The most stable of them is arrangement x.